194
Properties=species:S:1:pos:R:3:forces:R:3:lowdin_charge:R:1 method="wB97M-V/def2-TZVPD" total_charge=0 smiles="O=C1c2ccccc2C(=O)c2ccccc21.O=C1c2ccccc2C(=O)c2ccccc21.O=C1c2ccccc2C(=O)c2ccccc21.O=C1c2ccccc2C(=O)c2ccccc21.O=C1c2ccccc2C(=O)c2ccccc21.O=C1c2ccccc2C(=O)c2ccccc21.O=C1OC[C@@H](F)O1.O=C1OC[C@@H](F)O1.O=C1OC[C@@H](F)O1.O=C1OC[C@@H](F)O1.O=C1OC[C@@H](F)O1" e_lumo_ev=-1.35 orbital_gap_ha=0.2864 total_energy_ev=-172553.4861 homo_energy_ev=-9.14
O -4.641 2.625 2.523 -0.088 -3.185 1.111 0.074
C -4.416 1.457 2.906 1.009 0.959 -0.604 -0.220
C -2.962 0.921 2.882 -1.564 1.494 -1.580 -0.065
C -2.038 1.715 2.158 0.858 -1.219 1.462 0.026
C -0.677 1.378 2.322 -0.329 -0.245 -0.296 -0.020
C -0.297 0.179 2.942 -0.538 1.494 0.095 -0.050
C -1.269 -0.623 3.473 0.453 -0.853 0.586 -0.022
C -2.618 -0.287 3.462 0.839 -0.379 -0.024 -0.104
C -3.579 -1.265 4.030 -0.017 -0.108 1.007 -0.251
O -3.189 -2.288 4.625 -1.254 1.796 -1.447 0.065
C -5.046 -0.842 3.894 0.218 -0.226 0.423 -0.069
C -6.004 -1.766 4.344 -1.425 1.381 -1.635 0.009
C -7.366 -1.385 4.176 0.979 0.422 0.028 -0.038
C -7.717 -0.051 3.855 -0.048 -0.822 -0.020 -0.067
C -6.777 0.889 3.486 1.128 -1.221 0.412 -0.009
C -5.439 0.448 3.412 0.279 0.991 0.297 -0.067
H -2.395 2.550 1.573 0.174 0.224 0.303 0.097
H 0.155 2.002 2.030 -0.272 0.414 -0.564 0.089
H 0.752 0.002 3.128 0.097 -0.285 -0.179 0.096
H -0.930 -1.492 4.017 -0.354 -0.338 -0.092 0.088
H -5.705 -2.775 4.586 -0.006 0.054 0.270 0.115
H -8.145 -2.130 4.234 -0.087 0.013 0.447 0.099
H -8.747 0.274 3.828 -0.234 -0.343 0.107 0.104
H -7.061 1.914 3.295 0.226 -0.002 -0.286 0.121
O -0.361 5.323 -4.925 -1.010 -3.842 -2.548 0.037
C -0.635 4.277 -5.616 -0.707 2.825 1.113 -0.201
C 0.057 2.973 -5.473 0.844 1.096 0.416 -0.088
C 1.020 2.880 -4.456 0.001 -1.894 0.593 0.041
C 1.605 1.606 -4.198 -1.443 0.844 -0.804 -0.014
C 1.241 0.551 -5.034 1.688 0.002 2.030 -0.062
C 0.395 0.696 -6.073 0.281 -0.364 -1.707 -0.007
C -0.194 1.909 -6.353 1.224 -0.250 1.699 -0.119
C -0.979 1.997 -7.533 -2.840 -0.410 -3.420 -0.262
O -0.989 1.142 -8.450 0.271 1.851 2.119 0.072
C -1.958 3.169 -7.581 0.478 0.946 2.013 -0.061
C -3.073 3.171 -8.402 0.679 -0.871 -0.170 -0.036
C -4.008 4.191 -8.422 0.901 0.750 1.725 -0.038
C -3.755 5.297 -7.550 -0.346 -0.705 -1.025 -0.038
C -2.641 5.336 -6.707 -1.161 -0.140 -0.159 -0.041
C -1.828 4.238 -6.612 2.178 -0.754 -0.728 -0.072
H 1.219 3.698 -3.779 -0.038 0.210 -0.185 0.090
H 2.238 1.350 -3.361 0.200 0.627 0.070 0.085
H 1.757 -0.370 -4.812 -0.253 -0.419 -0.278 0.100
H 0.366 -0.083 -6.821 -0.573 -0.194 0.058 0.129
H -3.162 2.261 -8.977 -0.301 0.073 -0.437 0.114
H -4.902 4.022 -9.003 -0.088 0.574 -0.038 0.102
H -4.435 6.135 -7.517 -0.141 0.014 -0.110 0.101
H -2.483 6.176 -6.046 0.017 0.027 0.028 0.116
O 3.127 -6.817 6.559 -1.136 0.581 0.211 0.090
C 2.024 -6.355 6.850 1.407 0.594 -0.720 -0.287
C 1.068 -7.138 7.626 -2.594 0.436 0.874 -0.060
C 1.435 -8.414 8.072 0.632 1.322 -0.714 -0.013
C 0.544 -9.130 8.775 -1.474 -2.653 1.140 -0.084
C -0.761 -8.755 9.060 1.128 0.903 0.501 -0.067
C -1.143 -7.525 8.633 -0.449 2.251 -0.808 -0.012
C -0.275 -6.629 7.930 1.411 -2.582 -0.102 -0.029
C -0.730 -5.296 7.470 -0.762 1.050 0.301 -0.277
O -1.877 -4.877 7.648 1.656 -0.786 -0.245 0.091
C 0.322 -4.423 6.816 0.668 -0.651 -1.599 -0.065
C -0.030 -3.156 6.359 1.896 1.332 -0.713 0.023
C 0.983 -2.373 5.664 -2.229 -1.073 0.838 -0.050
C 2.199 -2.908 5.393 0.792 1.635 0.196 -0.105
C 2.574 -4.135 5.835 -0.254 -1.546 -0.139 -0.006
C 1.621 -4.961 6.428 -0.566 0.256 1.372 -0.052
H 2.432 -8.791 7.900 0.012 0.108 -0.213 0.125
H 0.725 -10.140 9.110 0.864 -0.093 0.080 0.109
H -1.339 -9.253 9.824 -0.254 -0.519 -0.486 0.114
H -2.150 -7.209 8.862 -0.049 0.411 -0.061 0.116
H -0.996 -2.709 6.539 -0.145 -0.248 0.144 0.108
H 0.869 -1.361 5.305 -0.730 0.094 0.250 0.093
H 2.906 -2.222 4.951 0.253 -0.316 -0.275 0.099
H 3.591 -4.438 5.631 -0.074 -0.555 0.183 0.126
O -1.084 4.420 0.342 -1.796 -0.004 -2.685 0.064
C -1.826 4.522 -0.671 0.821 -0.518 1.801 -0.207
C -2.481 5.820 -1.015 0.523 -0.384 0.050 -0.097
C -2.284 6.876 -0.164 0.116 2.374 0.756 0.000
C -2.800 8.159 -0.462 0.293 -1.825 -1.070 -0.020
C -3.576 8.273 -1.636 0.811 2.858 2.954 -0.079
C -3.796 7.251 -2.450 -0.211 -1.617 -1.655 -0.029
C -3.203 6.029 -2.173 -1.264 -1.775 -1.415 -0.064
C -3.537 4.846 -3.090 -1.069 0.178 -1.931 -0.199
O -4.269 4.944 -4.109 1.879 0.185 2.903 0.056
C -2.932 3.510 -2.739 -0.097 2.122 0.476 -0.092
C -3.123 2.476 -3.605 -0.713 -0.860 -0.914 -0.028
C -2.458 1.290 -3.474 0.855 -1.019 0.858 -0.057
C -1.613 1.098 -2.385 0.105 2.106 1.880 -0.018
C -1.614 2.091 -1.327 0.695 -0.436 -2.251 0.041
C -2.141 3.367 -1.583 0.121 -0.948 0.504 -0.062
H -1.675 6.741 0.717 0.030 -0.125 0.049 0.113
H -2.516 9.050 0.079 -0.227 -0.149 0.372 0.102
H -3.994 9.258 -1.783 -0.167 0.044 -0.496 0.109
H -4.385 7.393 -3.344 -0.065 -0.308 -0.081 0.126
H -3.776 2.483 -4.465 -0.202 0.912 0.048 0.129
H -2.664 0.521 -4.204 0.460 -0.116 -0.146 0.112
H -0.802 0.392 -2.284 -0.653 -0.803 -0.225 0.081
H -1.007 1.880 -0.459 0.070 0.282 0.093 0.093
O 6.654 -1.405 -0.006 -0.624 1.353 0.072 0.095
C 6.329 -0.229 0.149 0.122 -0.835 -1.347 -0.284
C 6.554 0.456 1.431 0.601 -0.496 2.865 -0.065
C 6.889 -0.331 2.595 -0.854 0.735 -1.237 0.025
C 6.882 0.258 3.841 0.260 -1.270 1.244 -0.093
C 6.617 1.570 4.082 0.626 2.205 -1.613 -0.064
C 6.542 2.374 2.952 -0.919 0.288 -0.714 -0.006
C 6.432 1.836 1.663 -0.106 -0.285 -0.311 -0.094
C 6.140 2.731 0.498 0.741 1.157 0.171 -0.296
O 6.271 3.956 0.541 -0.365 -1.520 0.184 0.094
C 5.740 2.059 -0.753 -0.831 -1.690 -3.228 -0.059
C 5.343 2.833 -1.904 1.341 0.196 2.841 -0.020
C 5.088 2.242 -3.082 -0.894 -1.836 -1.945 -0.081
C 4.939 0.843 -3.240 0.008 -0.036 1.935 -0.038
C 5.147 -0.001 -2.112 1.307 2.051 -0.823 0.004
C 5.741 0.617 -0.976 -0.633 0.783 1.523 -0.048
H 7.019 -1.402 2.548 0.113 0.022 -0.378 0.117
H 7.101 -0.299 4.740 -0.015 -0.691 -0.153 0.107
H 6.640 2.083 5.032 -0.062 -0.489 0.291 0.112
H 6.426 3.447 2.988 0.037 0.148 0.273 0.118
H 5.358 3.910 -1.820 -0.055 0.074 0.076 0.120
H 4.888 2.801 -3.984 0.005 0.448 0.112 0.113
H 4.610 0.471 -4.199 0.041 -0.283 0.061 0.090
H 5.046 -1.074 -2.179 0.137 -0.040 0.063 0.105
O 2.303 4.107 -1.781 -0.889 2.082 2.493 0.055
C 2.078 4.714 -0.700 0.758 -1.356 -1.582 -0.222
C 1.614 6.146 -0.592 0.613 0.613 -0.898 -0.070
C 1.579 6.917 -1.753 -0.830 0.337 -0.960 0.005
C 1.138 8.240 -1.817 -0.332 -0.605 0.050 -0.070
C 0.717 8.852 -0.681 0.039 -0.619 3.769 -0.063
C 0.938 8.195 0.599 -0.211 -1.737 -1.803 0.037
C 1.368 6.819 0.634 -0.162 1.612 -0.964 -0.085
C 1.663 6.114 1.889 0.355 0.385 2.799 -0.257
O 1.630 6.647 3.016 -0.273 -0.615 -2.383 0.078
C 2.137 4.691 1.812 0.021 -1.335 -0.631 -0.077
C 2.343 3.957 2.986 0.993 -1.081 0.054 0.016
C 2.796 2.602 2.954 -0.572 0.981 -1.159 -0.028
C 2.978 1.967 1.702 -0.053 0.612 0.815 -0.072
C 2.819 2.676 0.539 -1.225 1.064 0.187 -0.009
C 2.352 4.021 0.590 0.213 -0.399 -0.326 -0.061
H 1.663 6.582 -2.777 0.627 -1.218 0.263 0.116
H 0.975 8.673 -2.793 0.141 0.159 -0.019 0.113
H 0.142 9.763 -0.601 0.323 0.347 -0.488 0.100
H 0.612 8.635 1.529 0.204 0.195 0.035 0.110
H 2.231 4.502 3.912 -0.124 -0.197 0.194 0.112
H 2.979 2.016 3.843 -0.099 0.240 0.264 0.103
H 3.217 0.923 1.564 0.262 -0.165 0.584 0.096
H 2.900 2.112 -0.379 0.072 0.543 -0.296 0.100
O 4.254 -2.001 -4.715 -2.196 -2.856 -1.710 0.124
C 3.478 -2.950 -4.868 2.101 2.024 1.944 -0.479
O 2.657 -3.282 -3.842 1.189 1.881 0.180 0.039
C 2.137 -4.526 -4.026 -1.574 -1.611 -1.133 -0.088
C 2.122 -4.620 -5.613 1.403 -0.486 3.184 -0.259
F 1.078 -3.966 -6.065 -1.167 1.128 -0.997 0.113
O 3.352 -3.873 -5.862 -0.789 0.213 -0.394 0.131
H 2.733 -5.297 -3.539 0.317 -0.114 -0.247 0.142
H 1.163 -4.514 -3.537 -0.238 -0.260 -0.513 0.114
H 2.079 -5.633 -6.015 0.879 0.211 -0.243 0.168
O -0.755 -1.757 -3.425 -3.203 -1.548 -0.167 0.104
C -1.886 -2.262 -3.336 3.742 0.724 -0.064 -0.573
O -2.831 -1.806 -2.568 -2.707 0.620 2.405 0.084
C -3.851 -2.850 -2.318 0.929 -1.056 -1.412 0.024
C -3.660 -3.667 -3.619 0.913 0.674 1.794 -0.310
F -4.366 -3.163 -4.608 -1.375 1.034 -1.642 0.104
O -2.287 -3.384 -3.928 -0.238 -1.913 -0.726 0.133
H -3.612 -3.472 -1.456 0.677 0.251 0.083 0.125
H -4.908 -2.623 -2.179 0.336 1.295 -0.340 0.144
H -3.994 -4.702 -3.546 1.145 -0.282 0.128 0.163
O 2.828 -1.855 2.515 -1.302 0.081 -3.229 0.125
C 2.391 -1.807 1.369 1.114 0.414 1.299 -0.464
O 1.148 -2.132 0.963 0.124 -0.274 0.777 0.060
C 1.010 -1.996 -0.453 0.981 -0.239 -0.498 -0.044
C 2.251 -1.181 -0.817 -1.149 -2.469 -0.157 -0.328
F 1.819 0.071 -0.968 0.686 1.763 -0.123 0.088
O 3.140 -1.364 0.265 -1.049 0.133 0.763 0.111
H 1.076 -2.944 -0.988 -0.198 -0.316 0.576 0.114
H 0.088 -1.511 -0.772 0.061 0.132 0.503 0.133
H 2.651 -1.631 -1.726 0.606 0.834 -0.098 0.154
O -3.103 -7.159 2.225 1.447 0.127 -0.165 0.147
C -2.414 -6.177 2.076 -1.256 -2.943 1.993 -0.629
O -1.270 -5.884 2.685 0.516 -3.267 1.315 0.117
C -0.797 -4.636 2.391 1.631 0.740 0.528 -0.074
C -1.959 -4.068 1.708 -2.240 2.285 0.571 -0.277
F -1.611 -3.275 0.690 0.017 -0.243 -1.607 0.096
O -2.840 -5.181 1.395 0.546 3.505 -2.651 0.169
H -0.484 -4.129 3.304 -0.572 0.202 0.218 0.146
H 0.138 -4.649 1.831 -0.264 -0.248 -0.728 0.150
H -2.616 -3.437 2.307 0.266 0.001 0.490 0.161
O -0.219 -4.798 -1.633 -1.741 -2.016 -1.231 0.134
C -0.837 -5.841 -1.768 0.662 1.486 0.544 -0.473
O -1.841 -6.168 -2.652 0.257 2.318 0.001 0.040
C -2.179 -7.535 -2.527 0.932 -0.251 1.126 -0.031
C -1.686 -7.749 -1.056 -0.988 -0.837 -2.466 -0.335
F -1.203 -8.975 -1.019 0.448 -1.795 0.998 0.110
O -0.623 -6.876 -0.936 0.116 0.785 0.367 0.156
H -3.210 -7.864 -2.655 -0.205 0.986 -0.009 0.143
H -1.587 -8.020 -3.303 0.175 -0.659 0.485 0.142
H -2.476 -7.570 -0.327 0.179 -0.133 0.350 0.164

***

16
Properties=species:S:1:pos:R:3:forces:R:3:nbo_charge:R:1 method="wB97M-V/def2-TZVPD" total_charge=0 e_lumo_ev=0.69 orbital_gap_ha=0.3328 total_energy_ev=-8762.3937 de_lowest_kcal_mol=49.1 homo_energy_ev=-8.37
H 2.453 -0.801 -1.225 0.149 0.251 0.247 0.316
N 2.317 -1.357 -0.380 -0.540 -0.193 -0.336 -0.729
C 1.518 -0.830 0.459 2.102 2.052 1.269 0.225
C 1.206 0.795 0.643 -0.144 -2.365 -0.560 -0.530
C -0.234 0.639 0.304 -0.253 -0.380 -1.147 0.464
N -1.083 1.691 0.171 -0.096 -0.122 0.187 -0.817
N -0.442 -0.592 0.007 -0.922 0.548 0.008 -0.478
C -1.638 -1.109 -0.607 -0.078 0.239 0.322 -0.441
H 1.373 -1.357 1.394 -0.278 -0.183 0.031 0.159
H 1.358 1.214 1.638 0.420 -0.082 -0.102 0.221
H 1.750 1.300 -0.157 0.000 0.283 0.243 0.221
H -2.020 1.546 -0.167 0.098 0.114 0.011 0.398
H -0.720 2.627 0.222 -0.151 -0.060 0.011 0.401
H -2.510 -0.983 0.043 -0.103 -0.146 -0.013 0.186
H -1.857 -0.614 -1.557 0.006 0.024 -0.117 0.185
H -1.471 -2.169 -0.790 -0.208 0.022 -0.054 0.218

***

20
Properties=species:S:1:pos:R:3:forces:R:3:nbo_charge:R:1 method="wB97M-V/def2-TZVPD" total_charge=+1 e_lumo_ev=-4.46 orbital_gap_ha=0.3057 total_energy_ev=-20207.5704 de_lowest_kcal_mol=59.5 homo_energy_ev=-12.78
C -0.356 1.021 0.813 1.329 -3.711 -0.239 0.265
C 0.696 0.867 -1.451 2.421 1.453 3.083 0.541
C -0.669 -0.268 1.538 -1.247 1.631 0.087 -0.143
C -0.571 -1.458 0.967 0.474 -2.137 -0.303 -0.256
C 2.116 0.838 -1.862 -0.895 -1.288 -2.676 -0.660
C -1.420 -0.214 2.874 -1.176 1.563 -2.524 -0.628
N 0.429 1.044 -0.197 -0.924 -0.354 -0.511 -0.418
N -0.177 0.813 -2.377 -0.754 -1.422 -4.097 -0.719
S 0.238 -1.946 -0.487 -0.483 -1.855 -0.455 0.042
H -0.702 1.951 1.097 -0.932 1.823 1.300 0.215
H -1.153 0.761 -2.191 -0.616 -0.175 -0.022 0.423
H -0.966 -2.294 1.557 0.141 0.298 -0.403 0.251
H 2.351 -0.223 -1.881 0.536 -0.227 0.328 0.257
H 2.736 1.380 -1.234 1.190 0.877 1.115 0.260
H 2.210 1.136 -2.941 0.014 0.129 1.140 0.240
H -2.374 0.333 2.689 0.804 0.039 0.612 0.227
H -0.754 0.239 3.503 1.188 2.136 1.918 0.228
H -1.672 -1.049 3.458 -0.216 -2.030 -0.299 0.246
H 0.217 0.405 -3.277 -1.348 1.030 1.442 0.430
H -0.179 -3.336 -0.597 0.495 2.221 0.506 0.200

***

14
Properties=species:S:1:pos:R:3:forces:R:3:nbo_charge:R:1 method="wB97M-V/def2-TZVPD" total_charge=0 e_lumo_ev=0.04 orbital_gap_ha=0.4078 total_energy_ev=-41494.6296 homo_energy_ev=-11.05
C -0.361 -0.294 -1.949 -0.086 -0.526 2.780 0.240
C 0.296 -1.460 2.740 0.192 0.399 -0.662 1.039
O 0.958 0.090 -1.994 1.259 0.327 -0.600 -0.696
O 1.223 -0.653 0.289 0.826 1.911 0.679 -0.964
O 0.146 -3.971 -0.841 -0.260 -0.040 -1.239 -0.820
O -0.619 -1.718 2.063 0.304 -0.053 0.891 -0.537
O -0.543 -1.659 -1.592 0.869 -2.166 0.390 -0.733
O 1.243 -1.160 3.343 -0.643 -0.350 -0.016 -0.501
F 2.195 1.546 -0.535 -0.280 -1.975 -0.007 -0.546
F 2.026 -2.221 -1.397 -1.200 -1.595 -0.488 -0.591
S 2.031 -0.163 -0.804 -0.329 3.610 0.283 1.895
S 0.416 -2.603 -0.604 -0.472 -0.108 0.320 1.849
H -1.020 0.290 -1.309 0.490 0.263 0.548 0.176
H -0.752 -0.238 -2.887 -0.671 0.303 -2.879 0.189